Version a
Computed, not measured: one molecule with the formula C3H4O2, with wB97M-V/def2-TZVPD.

```
9
Properties=species:S:1:pos:R:3
O 1.889 -0.335 -0.282
C 0.813 -0.002 0.371
C -0.721 -0.703 -0.034
C -1.137 0.566 -0.276
O 0.081 1.235 -0.023
H 1.623 -0.467 -1.212
H 0.843 -0.070 1.416
H -1.290 -1.384 0.544
H -2.103 1.161 -0.504
```

Results
**E_LUMO**: 0.0331 hartree
**Multiplicity**: 1

These are the natural (NBO) partial charges, in e, on atoms 1 to 6: atom 1 (O): -0.66, atom 2 (C): 0.40, atom 3 (C): -0.42, atom 4 (C): 0.14, atom 5 (O): -0.54, atom 6 (H): 0.49

Version b
Computed, not measured: one molecule with the formula C3H4O2, with wB97M-V/def2-TZVPD.

```
9
Properties=species:S:1:pos:R:3
C -0.595 0.444 -0.086
C 0.784 0.176 0.531
O 2.007 0.861 0.323
C 1.943 -0.558 0.567
O 1.152 -0.201 1.873
H -1.131 0.795 0.725
H -1.118 -0.383 -0.556
H -0.534 1.080 -0.950
H 2.702 -1.345 0.338
```

Results
**E_LUMO**: 0.0353 hartree
**Multiplicity**: 1

These are the natural (NBO) partial charges, in e, on atoms 1 to 6: atom 1 (C): -0.65, atom 2 (C): 0.45, atom 3 (O): -0.49, atom 4 (C): 0.23, atom 5 (O): -0.51, atom 6 (H): 0.24

Version c
Computed, not measured: a 2-piece molecular cluster, C3H4O2 overall, with wB97M-V/def2-TZVPD.

```
9
Properties=species:S:1:pos:R:3
C 1.774 1.004 2.266
C 0.035 -0.022 1.230
C 0.068 -0.119 -0.299
O 2.212 0.303 3.031
O 1.503 1.681 1.375
H -1.044 0.425 1.543
H -0.387 0.599 -0.944
H -0.212 -1.259 -0.577
H 1.057 -0.164 -0.593
```

Results
**E_LUMO**: -0.0070 hartree
**Multiplicity**: 1

These are the natural (NBO) partial charges, in e, on atoms 1 to 6: atom 1 (C): 1.04, atom 2 (C): -0.08, atom 3 (C): -0.77, atom 4 (O): -0.48, atom 5 (O): -0.53, atom 6 (H): 0.12

Which one sits at the bottom of the stability order? version b does.

Version a
Computed, not measured: a 2-piece molecular cluster, C2H8IN2 overall, with wB97M-V/def2-TZVPD.

```
13
Properties=species:S:1:pos:R:3
C -0.905 2.012 0.380
C 0.336 -0.855 0.296
N 0.200 2.331 -0.275
N 0.524 -2.155 -0.336
I 2.323 0.072 0.036
H -1.748 1.923 -0.268
H -0.941 2.015 1.461
H -0.102 -0.854 1.203
H -0.398 -2.465 -0.570
H 1.078 2.583 0.237
H 1.016 -1.986 -1.310
H 0.253 2.196 -1.254
H 1.089 -2.906 0.067
```

Results
**E_LUMO (spin up / spin down)**: -0.1720 / -0.1720 hartree
**Total charge**: +1
**Multiplicity**: 1

These are the natural (NBO) partial charges, in e, on atoms 1 to 6: atom 1 (C): 0.11, atom 2 (C): -0.57, atom 3 (N): -0.60, atom 4 (N): -0.72, atom 5 (I): -0.01, atom 6 (H): 0.22

Version b
Computed, not measured: a 2-piece molecular cluster, C2H8IN2 overall, with wB97M-V/def2-TZVPD.

```
13
Properties=species:S:1:pos:R:3
C -0.092 0.549 0.479
C 0.998 -0.405 0.173
N 0.442 0.918 -0.810
N 2.246 -0.249 0.673
I -5.086 -0.760 -0.375
H -1.101 0.079 0.420
H 0.175 1.296 1.222
H 0.876 -1.276 -0.376
H 1.108 1.666 -0.964
H 0.039 0.745 -1.748
H 2.408 0.423 1.490
H 2.966 -0.725 0.174
H -4.978 -2.261 -0.358
```

Results
**E_LUMO**: -0.1158 hartree
**Total charge**: +1
**Multiplicity**: 1

These are the natural (NBO) partial charges, in e, on atoms 1 to 6: atom 1 (C): -0.25, atom 2 (C): 0.21, atom 3 (N): -0.66, atom 4 (N): -0.77, atom 5 (I): -0.09, atom 6 (H): 0.27

Which one sits at the bottom of the stability order? version a does.

Version a
Computed, not measured: one molecule with the formula C4H7N, with wB97M-V/def2-TZVPD.

```
12
Properties=species:S:1:pos:R:3
C 0.572 1.695 0.537
N -0.312 0.894 0.765
C -0.071 -0.371 0.099
C 0.699 -1.277 0.723
C -0.961 -0.555 -1.164
H 0.322 2.661 0.154
H 1.506 1.689 1.064
H 1.559 -0.837 1.321
H 0.271 -2.260 0.947
H -0.616 -1.490 -1.681
H -0.818 0.336 -1.898
H -2.150 -0.485 -0.867
```

Results
**E_LUMO**: 0.0104 hartree
**Multiplicity**: 1

These are the natural (NBO) partial charges, in e, on atoms 1 to 6: atom 1 (C): 0.08, atom 2 (N): -0.47, atom 3 (C): 0.19, atom 4 (C): -0.51, atom 5 (C): -0.66, atom 6 (H): 0.13

Version b
Computed, not measured: C4H7N as an isolated structure, with wB97M-V/def2-TZVPD.

```
12
Properties=species:S:1:pos:R:3
C 1.200 -0.664 0.460
C 0.044 0.210 0.074
C -1.355 -0.153 0.478
C 0.251 1.271 -0.668
N 0.380 1.958 -1.692
H 1.063 -1.691 0.093
H 2.149 -0.288 0.065
H 1.274 -0.708 1.549
H 0.170 0.925 -2.022
H -1.632 -1.150 0.106
H -1.423 -0.176 1.568
H -2.091 0.564 0.102
```

Results
**E_LUMO**: 0.0293 hartree
**Multiplicity**: 1

These are the natural (NBO) partial charges, in e, on atoms 1 to 6: atom 1 (C): -0.60, atom 2 (C): -0.24, atom 3 (C): -0.60, atom 4 (C): 0.31, atom 5 (N): -0.56, atom 6 (H): 0.21

Version c
Computed, not measured: one molecule with the formula C4H7N, with wB97M-V/def2-TZVPD.

```
12
Properties=species:S:1:pos:R:3
C -2.462 -0.580 -0.129
C -1.471 0.098 0.051
C -0.275 0.867 0.242
C 0.974 0.309 -0.414
N 1.170 -1.046 0.118
H -3.247 -1.275 -0.364
H -0.107 0.978 1.365
H -0.367 1.926 -0.107
H 0.688 0.176 -1.496
H 1.837 1.039 -0.301
H 2.086 -1.390 -0.188
H 1.173 -1.103 1.223
```

Results
**E_LUMO**: 0.0384 hartree
**Multiplicity**: 1

These are the natural (NBO) partial charges, in e, on atoms 1 to 6: atom 1 (C): -0.25, atom 2 (C): 0.01, atom 3 (C): -0.50, atom 4 (C): -0.20, atom 5 (N): -0.84, atom 6 (H): 0.24

Version d
Computed, not measured: one molecule with the formula C4H7N, with wB97M-V/def2-TZVPD.

```
12
Properties=species:S:1:pos:R:3
C -1.674 0.089 0.228
C 0.639 0.129 0.104
C 1.545 1.140 -0.086
C 0.690 -1.231 -0.259
N -0.432 0.042 0.961
H -2.522 -0.049 0.906
H -1.744 1.041 -0.312
H -1.709 -0.793 -0.449
H 1.271 2.088 0.373
H 2.336 1.110 -0.822
H -0.087 -1.963 -0.152
H 1.685 -1.605 -0.493
```

Results
**E_LUMO**: -0.0410 hartree
**Multiplicity**: 1

These are the natural (NBO) partial charges, in e, on atoms 1 to 6: atom 1 (C): -0.46, atom 2 (C): 0.03, atom 3 (C): -0.45, atom 4 (C): -0.25, atom 5 (N): -0.32, atom 6 (H): 0.21

Which one sits at the bottom of the stability order? version a does.

Version a
Computed, not measured: one molecule with the formula C2H5NO2S, with wB97M-V/def2-TZVPD.

```
11
Properties=species:S:1:pos:R:3
C -0.195 -1.050 1.598
C 0.125 -0.511 0.214
N -0.281 0.683 -0.036
S -0.031 1.345 -1.490
O -1.219 2.117 -1.672
O 0.648 0.010 -2.825
H 0.645 -1.063 2.186
H -0.516 -2.036 1.533
H -1.028 -0.413 2.115
H 0.665 -1.231 -0.433
H 1.186 2.148 -1.189
```

Results
**E_LUMO**: -0.0189 hartree
**Multiplicity**: 1

These are the natural (NBO) partial charges, in e, on atoms 1 to 6: atom 1 (C): -0.67, atom 2 (C): 0.25, atom 3 (N): -0.70, atom 4 (S): 1.78, atom 5 (O): -0.86, atom 6 (O): -0.79

Version b
Computed, not measured: one molecule with the formula C2H5NO2S, with wB97M-V/def2-TZVPD.

```
11
Properties=species:S:1:pos:R:3
O 1.308 1.194 -0.605
C 0.570 1.133 0.625
C -0.423 -0.039 0.201
S -1.968 -0.039 -0.070
N 0.329 -1.098 -0.187
O 1.706 -1.150 0.245
H 0.745 1.385 -1.341
H 1.153 0.762 1.589
H 0.047 2.107 0.938
H -0.121 -2.116 -0.287
H 2.368 -0.738 -0.555
```

Results
**E_LUMO**: 0.0200 hartree
**Multiplicity**: 1

These are the natural (NBO) partial charges, in e, on atoms 1 to 6: atom 1 (O): -0.73, atom 2 (C): -0.12, atom 3 (C): 0.00, atom 4 (S): -0.06, atom 5 (N): -0.33, atom 6 (O): -0.57

Which one sits at the bottom of the stability order? version a does.

Version a
Computed, not measured: one molecule with the formula C2H5NO2S, with wB97M-V/def2-TZVPD.

```
11
Properties=species:S:1:pos:R:3
C 0.614 -1.005 -0.018
C -0.324 0.001 0.568
N -1.117 0.748 -0.211
S -1.991 1.932 0.552
O -1.101 3.080 0.556
O -2.645 1.498 1.731
H 1.265 -1.485 0.701
H 1.189 -0.539 -0.728
H 0.262 -1.931 -0.617
H -0.460 0.207 1.614
H -2.961 2.031 -0.537
```

Results
**E_LUMO**: -0.0025 hartree
**Multiplicity**: 1

These are the natural (NBO) partial charges, in e, on atoms 1 to 6: atom 1 (C): -0.70, atom 2 (C): 0.20, atom 3 (N): -0.70, atom 4 (S): 2.11, atom 5 (O): -0.92, atom 6 (O): -0.92

Version b
Computed, not measured: one molecule with the formula C2H5NO2S, with wB97M-V/def2-TZVPD.

```
11
Properties=species:S:1:pos:R:3
O 1.172 1.612 -0.021
C 0.322 0.737 0.263
C 0.865 -0.714 0.664
O 0.900 -1.410 -0.490
N -1.022 0.958 -0.111
S -2.275 -0.135 0.178
H 0.424 -1.186 1.643
H 1.920 -0.344 0.983
H 1.205 -0.631 -1.287
H -1.211 1.715 -0.768
H -2.299 -0.602 -1.053
```

Results
**E_LUMO**: 0.0163 hartree
**Multiplicity**: 1

These are the natural (NBO) partial charges, in e, on atoms 1 to 6: atom 1 (O): -0.61, atom 2 (C): 0.63, atom 3 (C): -0.14, atom 4 (O): -0.69, atom 5 (N): -0.79, atom 6 (S): 0.22

Which one sits at the bottom of the stability order? version a does.

Version a
Computed, not measured: one molecule with the formula C3H4N2O, with wB97M-V/def2-TZVPD.

```
10
Properties=species:S:1:pos:R:3
O -1.602 -0.922 -0.979
C -0.544 -0.571 -0.203
N 0.142 0.485 -0.774
C 0.834 1.411 -0.055
C 1.600 0.674 0.713
N -0.254 -1.200 0.871
H -1.603 -0.326 -1.742
H 0.885 2.458 -0.350
H 1.522 -0.124 1.445
H -0.980 -1.884 1.075
```

Results
**E_LUMO**: -0.0368 hartree
**Multiplicity**: 1

These are the natural (NBO) partial charges, in e, on atoms 1 to 6: atom 1 (O): -0.67, atom 2 (C): 0.66, atom 3 (N): -0.53, atom 4 (C): -0.06, atom 5 (C): 0.05, atom 6 (N): -0.79

Version b
Computed, not measured: one molecule with the formula C3H4N2O, with wB97M-V/def2-TZVPD.

```
10
Properties=species:S:1:pos:R:3
O 2.156 -0.524 -0.352
C 0.870 -0.151 -0.188
C -0.119 -0.985 0.246
N -1.250 -0.181 0.261
C -0.866 1.052 -0.134
N 0.421 1.114 -0.408
H 2.683 0.281 -0.409
H 0.036 -1.806 0.917
H -2.204 -0.499 0.345
H -1.554 1.887 -0.158
```

Results
**E_LUMO**: 0.0353 hartree
**Multiplicity**: 1

These are the natural (NBO) partial charges, in e, on atoms 1 to 6: atom 1 (O): -0.66, atom 2 (C): 0.40, atom 3 (C): -0.22, atom 4 (N): -0.51, atom 5 (C): 0.19, atom 6 (N): -0.51

Version c
Computed, not measured: one molecule with the formula C3H4N2O, with wB97M-V/def2-TZVPD.

```
10
Properties=species:S:1:pos:R:3
N 0.389 -2.099 -1.515
C 0.290 -0.972 -1.270
C 0.167 0.437 -0.903
C -0.168 0.722 0.571
N -0.231 -0.344 1.404
O -0.364 1.869 0.919
H -0.619 0.903 -1.504
H 1.102 0.955 -1.142
H -0.493 -0.167 2.361
H -0.056 -1.293 1.109
```

Results
**E_LUMO**: 0.0257 hartree
**Multiplicity**: 1

These are the natural (NBO) partial charges, in e, on atoms 1 to 6: atom 1 (N): -0.31, atom 2 (C): 0.27, atom 3 (C): -0.62, atom 4 (C): 0.68, atom 5 (N): -0.82, atom 6 (O): -0.60

Version d
Computed, not measured: a 2-piece molecular cluster, C3H4N2O overall, with wB97M-V/def2-TZVPD.

```
10
Properties=species:S:1:pos:R:3
N 2.462 0.522 -1.513
C 1.844 0.321 -0.558
C 1.009 0.085 0.631
N -0.361 -0.162 0.261
C -1.133 0.651 -0.213
O -1.958 1.338 -0.668
H 1.068 0.957 1.289
H 1.390 -0.779 1.177
H -2.705 -1.222 -0.579
H -2.094 -1.539 -0.299
```

Results
**E_LUMO**: 0.0143 hartree
**Multiplicity**: 1

These are the natural (NBO) partial charges, in e, on atoms 1 to 6: atom 1 (N): -0.29, atom 2 (C): 0.25, atom 3 (C): -0.31, atom 4 (N): -0.57, atom 5 (C): 0.90, atom 6 (O): -0.47

Which one sits at the bottom of the stability order? version a does.

Version a
Computed, not measured: one molecule with the formula C3H4N2O, with wB97M-V/def2-TZVPD.

```
10
Properties=species:S:1:pos:R:3
O 2.236 0.212 -0.026
C 0.896 -0.018 0.025
C -0.090 0.990 0.041
C -1.272 0.296 0.138
N -0.942 -1.016 0.166
N 0.383 -1.234 0.105
H 2.577 -0.109 -0.866
H 0.074 2.055 -0.017
H -2.300 0.628 0.172
H -1.562 -1.804 0.262
```

Results
**E_LUMO**: 0.0368 hartree
**Multiplicity**: 1

These are the natural (NBO) partial charges, in e, on atoms 1 to 6: atom 1 (O): -0.68, atom 2 (C): 0.40, atom 3 (C): -0.39, atom 4 (C): -0.04, atom 5 (N): -0.33, atom 6 (N): -0.31

Version b
Computed, not measured: a 2-piece molecular cluster, C3H4N2O overall, with wB97M-V/def2-TZVPD.

```
10
Properties=species:S:1:pos:R:3
C -1.102 -1.519 -0.261
N -1.063 -2.621 -0.615
O -1.038 -3.771 -0.984
H -1.039 -0.491 0.065
C 2.034 1.074 -0.187
C 0.910 1.272 0.196
N -0.388 1.419 0.606
H 3.033 0.909 -0.522
H -0.878 2.149 0.098
H -0.467 1.578 1.604
```

Results
**E_LUMO**: 0.0190 hartree
**Multiplicity**: 1

These are the natural (NBO) partial charges, in e, on atoms 1 to 6: atom 1 (C): -0.06, atom 2 (N): 0.20, atom 3 (O): -0.43, atom 4 (H): 0.27, atom 5 (C): -0.30, atom 6 (C): 0.13

Version c
Computed, not measured: C3H4N2O as an isolated structure, with wB97M-V/def2-TZVPD.

```
10
Properties=species:S:1:pos:R:3
O 1.441 0.202 1.449
C 0.425 0.195 0.542
C 0.449 -0.191 -0.810
C -0.887 -0.281 -1.141
N -1.695 0.033 -0.104
N -0.952 0.274 0.963
H 1.406 -0.625 1.949
H 1.325 -0.366 -1.417
H -1.326 -0.535 -2.099
H -0.185 1.294 0.669
```

Results
**E_LUMO**: 0.0134 hartree
**Multiplicity**: 1

These are the natural (NBO) partial charges, in e, on atoms 1 to 6: atom 1 (O): -0.67, atom 2 (C): 0.23, atom 3 (C): -0.34, atom 4 (C): -0.03, atom 5 (N): -0.26, atom 6 (N): -0.25

Which one sits at the bottom of the stability order? version b does.